Formula: C26H50Br2O23
Source: the Open Molecules 2025 dataset
Level of theory: wB97M-V/def2-TZVPD

Summary:
HOMO level: -10.42 eV
LUMO energy: -0.103 eV
E: -214946.453 eV
Frontier orbital gap: 10.32 eV

The geometry in ORCA input format:
```
! RIJCOSX wB97M-V def2-TZVPD def2/J DEFGRID3
* xyz 0 1
C 2.9711 -1.8150 -0.8920
C 2.4866 -0.7990 -2.1208
Br 1.7240 -1.9581 -3.5962
C 1.4802 0.3975 -1.6285
Br 2.4052 1.6865 -0.3491
C 0.1127 -0.1058 -0.8777
O -0.8532 -0.8031 -1.7585
C -1.2730 -2.0933 -1.1889
O -1.7587 -3.0913 -1.9735
H 2.0784 -1.9711 -0.1297
H 3.2595 -2.8791 -1.3498
H 3.9299 -1.3994 -0.3271
H 3.4410 -0.2657 -2.5988
H 1.1351 1.0159 -2.5820
H -0.4471 0.8834 -0.5125
H 0.2956 -0.7384 0.1044
H -1.2483 -2.3315 -0.0198
C -6.8906 1.2804 -3.0841
O -5.9560 0.4156 -3.7267
C -4.6560 0.7296 -3.4975
O -4.2519 1.6561 -2.8125
O -3.8832 -0.1659 -4.1625
C -2.4805 0.0431 -4.0113
H -7.8977 0.9366 -3.3361
H -6.7736 1.2354 -1.9965
H -6.7773 2.3077 -3.4449
H -2.1871 -0.0515 -2.9608
H -2.1907 1.0210 -4.4092
H -1.9601 -0.7292 -4.5844
C -4.4362 -3.1368 0.3220
O -3.7191 -2.9834 1.5454
C -4.5060 -2.9127 2.6486
O -5.7257 -2.9687 2.6643
O -3.7009 -2.7688 3.7313
C -4.3972 -2.6803 4.9728
H -3.7084 -3.1821 -0.4929
H -5.0087 -4.0700 0.3245
H -5.0932 -2.2784 0.1493
H -4.9681 -3.5952 5.1613
H -5.0528 -1.8035 4.9862
H -3.6560 -2.5675 5.7687
C 1.0975 -0.2370 5.0185
O 2.3531 0.2463 4.5450
C 2.6978 1.4680 5.0245
O 2.0389 2.1479 5.7956
O 3.9027 1.8023 4.4975
C 4.3946 3.0734 4.9174
H 0.9234 -1.2198 4.5716
H 1.1138 -0.3519 6.1071
H 0.2860 0.4299 4.7103
H 4.5427 3.0909 6.0020
H 3.7149 3.8728 4.6052
H 5.3624 3.2373 4.4356
C 8.0408 6.2082 1.4429
O 9.1963 6.1029 2.2723
C 8.9951 5.4165 3.4254
O 7.9442 4.9080 3.7833
O 10.1657 5.3936 4.1114
C 10.1033 4.6992 5.3555
H 8.3166 6.7758 0.5497
H 7.6994 5.2166 1.1288
H 7.2418 6.7483 1.9608
H 9.8444 3.6472 5.1979
H 9.3867 5.1789 6.0300
H 11.0933 4.7440 5.8176
C -5.9362 -2.7800 -9.5327
O -5.2191 -2.6266 -8.3094
C -6.0060 -2.5558 -7.2062
O -7.2257 -2.6119 -7.1904
O -5.2009 -2.4120 -6.1234
C -5.8972 -2.3234 -4.8819
H -5.2084 -2.8253 -10.3476
H -6.5087 -3.7131 -9.5302
H -6.5932 -1.9215 -9.7054
H -6.4681 -3.2383 -4.6934
H -6.5528 -1.4467 -4.8686
H -5.1560 -2.2106 -4.0860
C 12.7392 6.2890 9.8558
O 13.1150 5.0685 10.4910
C 13.2009 4.0057 9.6517
O 12.9888 4.0224 8.4493
O 13.5635 2.9210 10.3819
C 13.6935 1.7200 9.6238
H 12.7017 7.0701 10.6202
H 13.4815 6.5777 9.1047
H 11.7454 6.1998 9.4057
H 14.4740 1.8260 8.8634
H 12.7377 1.4481 9.1643
H 13.9864 0.9187 10.3077
C -12.7387 -6.4255 -9.2201
O -11.9371 -5.2559 -9.3739
C -11.3987 -4.7922 -8.2178
O -11.5466 -5.2837 -7.1099
O -10.6673 -3.6867 -8.5079
C -10.0371 -3.0868 -7.3779
H -13.1175 -6.7077 -10.2064
H -12.1401 -7.2554 -8.8309
H -13.5943 -6.2241 -8.5675
H -9.3304 -3.7831 -6.9151
H -10.7846 -2.7518 -6.6516
H -9.4801 -2.2125 -7.7261
*
```